# 1
{
  "formula": "C32H45CuGeN4O4Si3",
  "method": "ωB97M-V/def2-TZVPD",
  "elements": ["Cu", "C", "O", "C", "C", "C", "C", "C", "C", "N", "N", "C", "C", "O", "C", "C", "C", "C", "C", "C", "C", "C", "H", "H", "H", "H", "H", "H", "H", "H", "H", "H", "H", "H", "H", "O", "N", "N", "O", "C", "C", "C", "C", "C", "C", "H", "H", "H", "H", "H", "C", "Si", "C", "C", "Ge", "Si", "C", "C", "C", "Si", "C", "C", "C", "H", "H", "H", "H", "H", "H", "H", "H", "H", "H", "H", "H", "H", "H", "H", "H", "H", "H", "H", "H", "H", "H", "H", "H", "H", "H", "H"],
  "positions_angstrom": [[-0.983, -0.071, -0.899], [-2.128, 3.479, -2.575], [-1.433, 2.241, -2.386], [-0.745, 1.740, -3.482], [-0.289, 2.559, -4.537], [0.245, 2.025, -5.697], [0.391, 0.633, -5.814], [-0.061, -0.210, -4.820], [-0.627, 0.311, -3.649], [-1.090, -0.555, -2.674], [-1.495, -1.745, -3.013], [-2.569, -2.246, -2.301], [-3.276, -1.539, -1.252], [-2.968, -0.360, -0.858], [-4.412, -2.221, -0.709], [-4.794, -3.476, -1.093], [-4.039, -4.239, -2.027], [-4.433, -5.539, -2.440], [-3.678, -6.245, -3.391], [-2.585, -5.607, -3.997], [-2.274, -4.299, -3.672], [-2.910, -3.613, -2.637], [-1.463, 4.347, -2.436], [-2.663, 3.476, -3.557], [-2.893, 3.516, -1.821], [-0.333, 3.657, -4.404], [0.569, 2.677, -6.565], [0.943, 0.221, -6.678], [-0.119, -1.302, -4.886], [-4.960, -1.650, 0.062], [-5.639, -3.973, -0.581], [-5.251, -6.051, -1.929], [-3.923, -7.279, -3.632], [-1.975, -6.103, -4.727], [-1.610, -3.717, -4.290], [-0.142, 0.719, 0.900], [-0.712, 0.097, 2.029], [-0.998, -1.119, 1.740], [-0.744, -1.706, 0.614], [-1.601, -1.826, 2.795], [-2.201, -1.054, 3.831], [-3.054, -1.731, 4.707], [-3.072, -3.172, 4.710], [-2.354, -3.880, 3.770], [-1.667, -3.200, 2.714], [-2.055, 0.049, 3.886], [-3.675, -1.233, 5.466], [-3.683, -3.687, 5.426], [-2.305, -4.949, 3.858], [-1.279, -3.737, 1.887], [0.078, 4.104, 2.908], [1.550, 2.890, 3.277], [1.278, 1.984, 4.918], [3.156, 3.863, 3.453], [1.742, 1.511, 1.283], [2.573, 2.799, -0.604], [4.310, 3.350, -0.013], [2.781, 1.632, -2.068], [1.511, 4.293, -1.096], [3.121, -0.444, 1.799], [2.778, -0.941, 3.576], [2.736, -1.897, 0.610], [4.973, -0.194, 1.511], [-0.211, 4.626, 3.824], [-0.798, 3.573, 2.546], [0.397, 4.846, 2.208], [0.401, 2.347, 5.433], [2.108, 2.013, 5.638], [1.022, 0.951, 4.741], [3.150, 4.238, 4.461], [3.242, 4.669, 2.689], [4.093, 3.290, 3.278], [4.384, 4.489, 0.107], [4.960, 3.086, -0.851], [4.731, 2.861, 0.855], [3.732, 1.139, -2.078], [2.727, 2.174, -3.009], [1.985, 0.837, -2.142], [2.034, 5.178, -0.736], [0.514, 4.330, -0.669], [1.418, 4.363, -2.181], [1.707, -0.949, 3.914], [3.334, -0.219, 4.241], [3.219, -1.930, 3.625], [1.680, -2.238, 0.599], [3.275, -2.771, 0.987], [3.066, -1.671, -0.391], [5.516, 0.545, 2.107], [5.290, -0.013, 0.510], [5.451, -1.129, 1.774]],
  "lowdin_charge": [0.368, -0.070, -0.124, -0.198, -0.055, -0.105, -0.105, -0.029, -0.190, -0.067, 0.125, -0.125, -0.346, -0.071, -0.009, -0.030, -0.184, -0.037, -0.095, -0.089, -0.042, -0.113, 0.082, 0.113, 0.084, 0.113, 0.119, 0.105, 0.109, 0.121, 0.119, 0.104, 0.094, 0.092, 0.096, -0.412, 0.062, -0.211, -0.054, -0.187, -0.008, -0.057, -0.078, -0.062, 0.026, 0.117, 0.106, 0.095, 0.098, 0.108, -0.208, 0.410, -0.213, -0.228, 0.804, 0.413, -0.215, -0.215, -0.200, 0.388, -0.229, -0.201, -0.216, 0.024, 0.020, 0.002, 0.021, 0.039, -0.017, 0.018, 0.035, 0.029, 0.056, 0.022, -0.006, 0.012, 0.026, 0.037, 0.020, 0.015, 0.024, 0.030, 0.046, 0.021, 0.020, 0.027, 0.019, 0.026, 0.014, 0.028],
  "relative_energy_ev": 0.8711,
  "largest_force_ev_per_a": 2.75,
  "gap_ev": [5.88, 5.88],
  "total_charge": 0,
  "homo_ev": [-6.2, -6.2]
}


# 2
{
  "formula": "C6H12OS3",
  "method": "ωB97M-V/def2-TZVPD",
  "elements": ["C", "C", "C", "C", "C", "C", "O", "S", "S", "S", "H", "H", "H", "H", "H", "H", "H", "H", "H", "H", "H", "H"],
  "positions_angstrom": [[0.125, 0.246, -2.893], [-1.355, 2.130, 2.799], [2.707, -0.461, -0.704], [-0.539, -0.157, -0.097], [-0.904, -0.275, 1.408], [0.027, -1.362, -0.812], [-0.433, 1.328, -2.824], [-1.170, -2.538, -1.292], [0.040, 0.986, 2.352], [1.590, -1.960, -0.467], [0.290, -0.429, -3.753], [-2.114, 1.691, 3.485], [-1.933, 2.281, 1.785], [-0.896, 2.994, 3.255], [2.943, -0.308, 0.323], [2.108, 0.314, -1.260], [3.459, -0.794, -1.417], [-1.374, 0.324, -0.643], [0.302, 0.492, -0.102], [-0.278, -1.234, 1.605], [-1.975, -0.258, 1.726], [-0.619, -3.010, -2.474]],
  "lowdin_charge": [-0.053, -0.407, -0.299, -0.423, -0.477, -1.109, 0.010, 0.723, 0.757, 0.817, 0.076, 0.034, 0.070, 0.008, 0.010, 0.038, 0.028, 0.107, 0.028, 0.079, 0.089, -0.105],
  "relative_energy_ev": 4.5415,
  "largest_force_ev_per_a": 4.01,
  "gap_ev": [7.82, 7.35],
  "total_charge": 0,
  "homo_ev": [-8.1, -7.2]
}


# 3
{
  "formula": "C2HBN2S",
  "method": "ωB97M-V/def2-TZVPD",
  "elements": ["B", "C", "C", "N", "N", "S", "H"],
  "positions_angstrom": [[-1.224, 0.383, 0.043], [-3.868, -0.594, 0.013], [-1.417, 1.809, -0.058], [-4.905, -1.076, -0.011], [-1.848, 2.864, -0.012], [-0.132, -0.929, -0.020], [1.001, -0.391, -0.645]],
  "lowdin_charge": [-0.541, -0.250, -0.180, -0.090, 0.229, 0.880, -0.047],
  "relative_energy_ev": 4.4567,
  "largest_force_ev_per_a": 4.08,
  "gap_ev": [7.49, 7.49],
  "total_charge": 0,
  "homo_ev": [-10.4, -10.4]
}


Please write out number 2 again, unchanged.
{
  "formula": "C6H12OS3",
  "method": "ωB97M-V/def2-TZVPD",
  "elements": ["C", "C", "C", "C", "C", "C", "O", "S", "S", "S", "H", "H", "H", "H", "H", "H", "H", "H", "H", "H", "H", "H"],
  "positions_angstrom": [[0.125, 0.246, -2.893], [-1.355, 2.130, 2.799], [2.707, -0.461, -0.704], [-0.539, -0.157, -0.097], [-0.904, -0.275, 1.408], [0.027, -1.362, -0.812], [-0.433, 1.328, -2.824], [-1.170, -2.538, -1.292], [0.040, 0.986, 2.352], [1.590, -1.960, -0.467], [0.290, -0.429, -3.753], [-2.114, 1.691, 3.485], [-1.933, 2.281, 1.785], [-0.896, 2.994, 3.255], [2.943, -0.308, 0.323], [2.108, 0.314, -1.260], [3.459, -0.794, -1.417], [-1.374, 0.324, -0.643], [0.302, 0.492, -0.102], [-0.278, -1.234, 1.605], [-1.975, -0.258, 1.726], [-0.619, -3.010, -2.474]],
  "lowdin_charge": [-0.053, -0.407, -0.299, -0.423, -0.477, -1.109, 0.010, 0.723, 0.757, 0.817, 0.076, 0.034, 0.070, 0.008, 0.010, 0.038, 0.028, 0.107, 0.028, 0.079, 0.089, -0.105],
  "relative_energy_ev": 4.5415,
  "largest_force_ev_per_a": 4.01,
  "gap_ev": [7.82, 7.35],
  "total_charge": 0,
  "homo_ev": [-8.1, -7.2]
}